Entry 1:
80
Properties=species:S:1:pos:R:3:mulliken_charge:R:1 method="wB97M-V/def2-TZVPD" multiplicity=6 gap_ev="3.87 / 5.57" homo_ev="-1.398 / -3.094" lumo_energy_ev="2.475 / 2.474" charge=-1 relative_energy_ev=0.788 molar_mass_g_mol=589.56
Fe 0.78 -0.14 0.09 1.51
O 3.24 -2.43 3.90 -0.73
N 0.10 2.65 0.16 0.95
N -0.26 2.42 -1.94 1.46
N 2.00 0.80 2.11 0.41
N 4.89 -3.91 3.45 -0.41
N 2.66 -1.20 0.05 0.10
C 0.30 1.75 -0.89 -1.54
C -0.35 1.02 -5.40 -1.04
C 3.59 -1.50 -0.90 -0.59
C 0.34 -3.13 -1.22 -1.66
C -3.09 2.77 -2.60 -2.19
C -1.70 1.16 -5.73 0.72
C -1.88 -0.49 0.25 1.26
C 2.18 3.23 2.33 -0.61
C 1.46 2.04 2.01 0.85
C -3.01 0.45 0.23 -2.19
C -0.10 3.95 -0.35 -0.82
C -0.41 -2.08 1.07 0.64
C -1.78 -1.06 -2.26 -2.03
C -1.25 -0.97 1.43 0.96
C 4.70 -2.32 -0.65 -0.68
C 4.01 -2.94 3.07 0.26
C -0.42 3.79 -1.65 -0.83
C 1.61 1.34 -3.84 -1.48
C 0.14 1.39 -4.14 1.02
C 0.25 -3.00 2.04 -1.62
C 4.91 -2.83 0.63 -1.12
C -1.54 -0.53 2.81 -2.05
C 3.03 0.73 3.00 -0.23
C -1.34 -1.20 -0.86 1.37
C -2.56 1.73 -4.79 -0.78
C 0.16 2.21 1.47 -1.48
C -2.20 0.72 -7.07 -1.52
C 3.39 3.12 2.99 -0.54
C 3.75 1.84 3.44 -0.80
C 3.98 -2.52 1.63 0.20
C -0.75 1.88 -3.18 0.78
C 2.87 -1.74 1.27 0.59
C -2.11 2.13 -3.52 0.88
C -0.42 -2.18 -0.37 -0.42
H -0.80 4.48 -2.38 0.55
H 2.18 -1.41 2.04 0.36
H 0.36 0.66 -6.14 0.34
H -2.13 -0.37 -7.19 0.31
H -4.09 2.33 -2.75 0.49
H -3.60 1.90 -5.05 0.29
H -0.75 2.14 2.07 0.23
H 3.45 -1.08 -1.90 0.21
H -0.09 -4.14 -1.29 0.20
H 5.44 -4.42 2.78 0.14
H 3.28 -0.25 3.40 0.30
H -0.94 -0.85 -2.93 0.03
H -3.20 3.85 -2.81 0.41
H -2.84 2.65 -1.53 0.12
H -1.62 1.15 -7.89 0.35
H 1.84 0.78 -2.92 -0.01
H 2.03 2.36 -3.74 0.31
H -2.07 -1.31 3.36 0.41
H 1.36 -3.23 -0.84 0.36
H 4.86 -4.22 4.42 0.24
H -2.17 0.36 2.80 0.49
H 5.41 -2.52 -1.46 0.40
H 0.42 -2.72 -2.23 0.33
H -0.44 -3.71 2.52 0.38
H -0.63 -0.29 3.36 0.20
H 4.59 1.71 4.13 0.40
H -3.75 0.14 0.98 0.44
H -2.48 -0.22 -2.37 0.18
H 1.74 4.19 2.02 0.24
H 0.00 4.83 0.24 0.51
H -2.29 -1.97 -2.61 0.44
H 4.01 4.01 3.16 0.37
H -2.73 1.49 0.46 0.20
H 5.76 -3.48 0.86 0.23
H -3.51 0.44 -0.74 0.41
H 0.74 -2.43 2.84 0.35
H 2.12 0.87 -4.69 0.45
H -3.25 0.99 -7.21 0.36
H 1.03 -3.58 1.54 0.37

Entry 2:
85
Properties=species:S:1:pos:R:3:mulliken_charge:R:1 method="wB97M-V/def2-TZVPD" gap_ev="2.60 / 3.00" homo_ev="-11.894 / -11.894" lumo_energy_ev="-9.299 / -8.898" charge=+2 relative_energy_ev=0.000 molar_mass_g_mol=866.93
Pb -1.50 2.02 0.37 1.21
S 0.37 -0.64 2.58 1.15
P 2.29 4.55 -6.39 -0.27
P 0.18 2.78 -7.94 0.01
O -0.18 -1.81 1.94 -0.62
O 1.78 -0.37 2.47 -0.65
O -2.01 2.27 2.83 -0.82
N 0.10 1.16 -8.61 0.36
N -1.00 3.44 -9.12 0.25
N 3.71 3.53 -6.20 0.41
N -0.49 0.74 2.14 -0.53
N 3.15 6.06 -6.08 0.35
C 0.01 0.02 -7.80 -0.36
C 2.91 -1.74 -0.87 -0.59
C -1.22 1.32 3.13 0.99
C 2.23 0.91 -2.61 -0.60
C 3.78 2.52 -5.24 -0.30
C 0.77 0.72 -3.06 0.30
C 0.29 0.72 -9.93 -0.12
C -2.54 0.06 0.11 -0.63
C -0.56 -1.12 6.52 -0.54
C 3.30 8.29 -5.66 -0.56
C 4.84 3.39 -7.01 -0.11
C 5.63 2.34 -6.54 -1.22
C -0.90 3.61 -10.51 0.19
C 0.73 -1.65 -2.20 -0.43
C -1.32 0.05 6.72 -0.55
C 2.30 4.61 -8.23 -1.10
C 2.57 0.77 -1.15 -0.48
C 2.20 -1.96 -2.21 -0.92
C -2.03 4.26 -10.98 -0.73
C 2.86 -0.32 -0.42 -0.96
C -1.52 0.95 5.67 -0.57
C 0.12 -0.58 -2.70 -0.71
C 0.31 -0.67 -9.95 -0.65
C -2.22 4.01 -8.73 -0.17
C 4.95 1.79 -5.40 -0.37
C -0.98 0.65 4.41 0.03
C 4.53 7.86 -6.26 -0.61
C -2.87 4.52 -9.85 -0.56
C 0.14 -1.11 -8.59 -0.64
C 2.48 7.18 -5.57 -0.40
C 4.41 6.50 -6.52 -0.12
C 1.74 3.31 -8.84 -0.67
C -0.21 -0.49 4.25 0.45
C 0.00 -1.41 5.27 -0.54
H 0.59 -2.32 5.09 0.46
H 2.98 2.44 -4.53 0.04
H 6.57 2.01 -6.95 0.46
H 0.12 -2.48 -1.82 0.40
H 0.15 1.56 -2.71 0.07
H 2.72 -1.42 -3.01 0.30
H -2.24 4.52 -12.01 0.47
H 3.93 -2.15 -0.93 0.39
H -0.04 3.27 -11.06 0.41
H 1.54 3.44 -9.91 0.50
H -0.98 -0.57 -2.82 0.89
H -2.06 1.88 5.78 0.46
H -2.17 -0.32 -0.86 0.19
H -0.43 -1.82 7.35 0.42
H 3.30 4.81 -8.63 0.45
H -3.63 0.21 0.12 0.44
H 5.12 5.82 -6.95 0.29
H 2.42 -2.31 -0.07 0.28
H 1.66 5.47 -8.51 0.51
H 0.78 0.82 -4.16 -0.13
H -0.13 0.14 -6.74 0.39
H 2.28 -3.05 -2.40 0.44
H 5.28 0.97 -4.78 0.48
H -2.49 4.00 -7.69 0.47
H 5.39 8.47 -6.48 0.45
H 0.40 1.41 -10.74 0.23
H 2.46 1.97 -2.82 0.62
H 2.59 1.75 -0.64 0.48
H 2.47 2.48 -8.73 0.49
H 0.12 -2.14 -8.25 0.43
H -1.74 0.26 7.71 0.40
H 2.89 0.32 -3.26 0.37
H 5.02 4.04 -7.86 0.46
H 3.01 -0.19 0.66 0.55
H -3.83 5.00 -9.86 0.44
H -2.20 -0.59 0.93 0.20
H 3.05 9.29 -5.35 0.42
H 1.48 7.06 -5.19 0.36
H 0.43 -1.29 -10.82 0.45